1.
A structure of composition C30H50Cl2N3O7PmSSi at a distorted geometry, computed with wB97M-V/def2-TZVPD.

XYZ file:
```
95
Properties=species:S:1:pos:R:3:forces:R:3
C -0.923451 0.163065 -6.695399 0.318 0.234 -0.273
C -0.694362 -0.922418 -5.686198 0.476 -0.682 0.848
H -1.090982 -0.207548 -7.715492 0.135 -0.086 0.305
H -0.039971 0.823739 -6.713997 -0.383 -0.012 -0.003
H -1.796941 0.771294 -6.436823 0.270 -0.227 -0.082
C -0.380665 -2.174182 -6.049276 -0.185 0.414 0.164
C -0.157119 -2.619258 -7.454748 0.016 -0.286 -0.679
H -0.291850 -2.973358 -5.321264 -0.045 0.290 0.034
H 0.489351 -1.934089 -8.022509 -0.171 -0.183 0.140
H -1.098729 -2.720745 -8.011852 0.115 0.057 0.014
H 0.309322 -3.612072 -7.463626 -0.010 0.207 -0.070
Pm -0.686511 0.343606 1.112530 0.811 -1.160 -0.391
Cl -0.084371 2.330672 -1.681334 0.029 0.111 0.921
C 0.562330 -2.597174 2.186703 -0.083 0.628 -0.007
O 0.766938 -1.374333 2.383120 -0.032 -0.905 -0.112
N 1.001122 -3.606839 2.941825 0.094 0.341 0.054
C 1.661857 -3.423892 4.236490 0.092 -0.206 -0.219
C 0.540019 -4.948385 2.581253 0.034 0.175 -0.416
H -0.065178 -2.918116 1.324974 0.621 0.033 0.321
H 1.555414 -2.402089 4.613158 -0.038 -0.183 -0.296
H 2.725350 -3.671678 4.132919 -0.112 0.165 0.126
H 1.230915 -4.129489 4.958932 -0.019 0.273 -0.164
H -0.558621 -4.984950 2.543426 0.339 0.006 0.143
H 0.910026 -5.662360 3.318130 -0.024 0.057 -0.206
H 0.937729 -5.183382 1.585272 -0.109 -0.269 0.297
H 0.896315 1.887622 5.011339 0.105 0.110 -0.065
H -0.224341 4.705467 5.171500 0.286 -0.111 -0.145
C 1.587823 2.491917 4.409209 -0.078 -0.001 0.046
C 0.622187 4.811194 4.475919 -0.169 0.220 0.001
N 0.870188 3.577878 3.740401 -0.420 -0.190 -0.393
H 2.053482 1.848658 3.659141 -0.069 0.147 0.154
C 0.238414 3.332674 2.599805 0.211 -1.171 -0.047
O 0.267172 2.189991 2.054760 0.164 1.643 0.745
H 0.385869 5.618831 3.774201 0.109 -0.174 0.150
H -0.319875 4.168510 2.153369 0.148 -0.241 0.023
H 2.348182 2.942181 5.050937 -0.082 -0.146 -0.078
H 1.518103 5.071758 5.042653 -0.120 0.043 -0.119
H 1.473134 0.124850 -3.184001 0.258 0.263 0.203
H 3.760392 -2.125838 -3.108806 -0.102 0.013 0.156
C 2.445096 0.271034 -2.668637 0.208 0.016 0.105
C 3.861846 -1.740149 -2.088657 -0.577 0.203 0.034
N 2.727531 -0.850981 -1.768455 -0.341 -0.485 0.615
H 2.385581 1.196939 -2.088315 0.017 -0.149 -0.179
C 1.857407 -1.112664 -0.789508 -0.020 0.481 -0.229
O 0.969045 -0.296058 -0.404657 1.059 -1.202 -0.547
H 3.890136 -2.577515 -1.385741 -0.006 0.155 -0.095
H 1.933141 -2.121669 -0.342814 0.162 0.468 0.056
H 3.260405 0.324267 -3.394125 -0.083 0.059 0.104
H 4.810252 -1.186008 -2.043849 -0.341 -0.063 0.151
O -0.281154 0.721309 -3.870110 0.966 -0.546 -0.490
C -0.883282 -0.469724 -4.207311 -1.346 0.386 -0.063
C 0.320938 -2.516521 -3.127731 0.186 -0.472 0.312
C -0.727760 -1.597618 -3.131253 0.231 0.451 -0.737
H 1.123170 -2.409324 -3.861969 -0.260 -0.078 0.213
C 0.345551 -3.597508 -2.226307 0.140 0.361 0.025
H -1.992026 -0.323980 -4.185211 -0.016 0.019 -0.003
C -1.728188 -1.723282 -2.167457 0.155 -0.250 0.321
H 1.153298 -4.346216 -2.297793 -0.421 0.451 0.142
C -0.658671 -3.712557 -1.256247 -0.056 -0.010 -0.316
C -1.711575 -2.784878 -1.254406 0.104 0.051 0.075
H -2.502919 -0.952893 -2.118290 0.044 -0.373 -0.088
H -0.631133 -4.531154 -0.522562 -0.128 0.298 -0.430
H -2.520135 -2.878053 -0.526592 0.376 0.027 -0.333
Si -0.287265 2.993809 -3.687091 -1.020 0.887 0.541
Cl -2.792709 1.415074 0.495620 -1.251 0.854 -0.338
C 1.461832 3.001582 -4.434359 -0.062 0.142 -0.088
C -0.695544 4.868256 -3.026232 0.462 -0.411 -0.391
C -1.928340 2.831599 -4.634328 0.237 0.358 0.018
H 2.078154 2.183655 -4.031296 -0.440 0.363 -0.208
H 1.999529 3.957690 -4.256348 -0.466 -0.472 -0.080
H 1.379849 2.840837 -5.517013 0.102 0.049 0.125
H -1.927572 1.869083 -5.125995 -0.324 0.242 -0.047
H -2.089416 3.676200 -5.341887 0.240 -0.546 0.320
H -2.768170 2.877317 -3.922151 0.354 -0.073 -0.040
H -1.506803 4.824600 -2.279507 0.221 -0.205 -0.259
H -1.054038 5.535609 -3.828122 0.157 -0.205 0.067
H 0.148443 5.381118 -2.533307 -0.134 -0.242 -0.148
C -1.447125 1.753124 8.432457 -0.094 0.113 0.193
C -1.508359 1.238836 7.023947 0.193 -0.231 -0.090
C -0.901646 0.011499 6.702459 -0.202 0.144 -0.032
C -1.010114 -0.520969 5.427210 -0.276 0.366 -0.454
C -1.663058 0.234400 4.445627 -0.133 0.037 0.403
C -2.205215 1.497576 4.724226 -0.073 -0.666 -0.230
C -2.181485 1.958161 6.024777 0.289 0.199 0.253
S -2.555487 -1.969905 2.706948 2.379 0.308 -1.139
O -1.814422 -0.243518 3.193242 -0.001 -0.569 -0.274
O -1.557482 -2.945786 3.229726 -2.319 1.434 -0.342
O -2.228726 -1.569871 1.275374 -0.482 -1.051 1.929
H -2.274852 1.350025 9.031300 0.167 0.107 -0.066
H -0.510663 1.455430 8.912810 -0.129 0.068 -0.001
H -1.517911 2.845759 8.450619 0.012 -0.174 0.084
H -0.348557 -0.571047 7.442814 -0.256 0.337 0.034
H -0.638139 -1.506685 5.149893 0.033 0.294 0.170
H -2.698723 2.032643 3.910555 0.044 -0.133 0.253
H -2.701225 2.897343 6.249376 0.342 -0.321 0.113
```
Forces are in eV/Å.

Calculated values
lowest unoccupied orbital energy (alpha / beta): 0.0000 / 0.0007 Ha
charge: 0
frontier orbital gap (alpha / beta): 6.81 / 6.82 eV
2S+1: 5
E_HOMO (alpha / beta): -0.2501 / -0.2501 hartree

2.
A structure of composition C30H50Cl2N3O7SSiYb at a distorted geometry, computed with wB97M-V/def2-TZVPD.

XYZ file:
```
95
Properties=species:S:1:pos:R:3:forces:R:3
C 2.681048 -2.098656 -1.754173 -0.335 -0.781 0.334
C 2.249327 -1.418698 -3.012284 -0.254 -0.338 -1.334
H 1.945944 -2.877961 -1.472957 0.365 0.300 0.089
H 2.784000 -1.361331 -0.941582 -0.033 -0.301 -0.168
H 3.654888 -2.592579 -1.898335 -0.313 0.148 0.090
C 2.525510 -1.934273 -4.236707 0.144 0.699 0.852
C 2.904994 -3.354226 -4.454354 0.379 -0.617 -0.124
H 2.540045 -1.305458 -5.129567 -0.514 -0.180 0.372
H 2.222325 -4.019480 -3.892875 0.371 0.215 -0.227
H 3.938011 -3.573558 -4.140361 -0.171 -0.046 -0.065
H 2.825141 -3.589189 -5.529637 0.086 -0.037 0.429
Yb 0.325664 0.605576 0.068837 1.053 -1.142 0.331
Cl 2.735618 1.609913 -1.000607 0.164 1.927 3.031
C -0.244837 3.504681 -0.798108 -0.204 0.776 0.002
O -0.808704 2.382675 -0.783557 0.487 0.173 0.518
N -0.927638 4.649181 -0.859724 0.279 -1.028 0.009
C -2.379715 4.565468 -0.865781 -0.362 -0.171 -0.187
C -0.255761 5.927731 -1.069478 0.508 0.108 -0.178
H 0.847787 3.601731 -0.732348 -0.067 -0.088 -0.129
H -2.725248 3.957862 -0.014476 0.130 0.282 -0.299
H -2.739026 4.084728 -1.789365 0.082 0.197 0.281
H -2.768990 5.581325 -0.799481 -0.107 -0.201 0.028
H 0.629509 6.002975 -0.419878 -0.367 0.007 -0.157
H -0.955990 6.737940 -0.841140 0.270 -0.222 0.015
H 0.088599 6.033203 -2.112891 -0.263 -0.018 0.362
H -2.971696 2.330210 4.000780 -0.005 -0.276 -0.109
H -1.047392 0.797129 5.595489 -0.195 -0.174 -0.110
C -3.208144 1.316074 3.643226 0.070 -0.005 0.038
C -1.628902 0.012608 5.088346 0.348 0.042 0.005
N -2.041216 0.444608 3.758649 0.223 0.047 -0.976
H -3.514067 1.361435 2.592732 0.010 -0.034 0.336
C -1.294623 0.145888 2.685342 -0.076 -0.097 0.634
O -1.559222 0.473763 1.505574 0.675 0.140 0.549
H -0.988222 -0.871993 4.982134 -0.238 0.224 0.195
H -0.377189 -0.436067 2.936654 -0.534 0.183 -0.201
H -4.005576 0.906838 4.274798 0.076 0.104 -0.282
H -2.518007 -0.222209 5.684790 0.232 -0.068 -0.176
H -0.079715 -5.770955 0.813377 -0.439 0.036 0.182
H -1.332918 -4.446696 -1.476937 -1.588 0.520 0.949
C -0.978455 -5.287748 1.238958 0.705 -0.219 0.184
C -2.065272 -4.178113 -0.617487 -0.379 -0.096 -0.808
N -1.227516 -4.033318 0.548571 1.283 1.451 0.607
H -0.830541 -5.113195 2.312217 -0.053 -0.133 -0.213
C -0.320442 -3.033009 0.726567 -0.808 -0.912 0.171
O -0.219688 -1.985435 0.065812 0.060 0.271 0.303
H -2.667533 -3.290249 -0.831667 0.167 -0.283 0.228
H 0.333543 -3.184736 1.608258 -0.153 -0.094 -0.287
H -1.840355 -5.934881 1.070150 0.213 0.060 0.277
H -2.699293 -5.047642 -0.438215 -0.259 0.304 -0.060
O 0.390483 -0.305386 -1.921102 -2.852 -1.110 0.138
C 1.511058 -0.135390 -2.792039 2.573 0.904 -0.789
C 0.622248 0.080381 -5.177310 -0.283 0.480 -0.260
C 1.190539 0.664018 -4.034117 -0.558 -0.396 -0.189
H 0.493910 -1.003093 -5.220194 -0.055 0.524 0.004
C 0.183843 0.878871 -6.249890 0.282 -0.491 0.539
H 2.195329 0.529567 -2.115509 -1.499 -2.091 -2.654
C 1.365250 2.046126 -3.988296 -0.045 0.057 -0.365
H -0.288412 0.380537 -7.108765 0.248 0.439 0.339
C 0.343409 2.260959 -6.179233 0.017 -0.008 0.112
C 0.946103 2.843667 -5.051166 -0.154 -0.347 -0.340
H 1.846692 2.462076 -3.105727 -0.175 0.106 -0.293
H -0.008044 2.872071 -7.010873 0.142 -0.012 0.257
H 1.089452 3.918222 -5.011693 -0.014 -0.039 -0.033
Si -1.262390 -0.986635 -2.539471 0.688 3.132 0.172
Cl 0.159017 -4.675358 -2.296694 2.121 -0.930 -0.705
C -1.258195 -2.352865 -3.724758 0.193 -0.824 -0.392
C -1.877441 0.592950 -3.428704 -0.104 -0.029 -0.277
C -2.500071 -0.860546 -1.116235 0.411 -0.341 0.836
H -1.370673 -2.003017 -4.751741 -0.203 0.284 0.143
H -2.125244 -2.972544 -3.466945 0.166 -0.135 -0.124
H -0.376924 -3.005056 -3.691249 -0.338 0.162 0.170
H -3.467296 -1.280678 -1.434762 0.288 0.122 -0.026
H -2.676829 0.200449 -0.879161 0.061 -0.229 -0.183
H -2.157637 -1.355303 -0.196338 -0.647 0.183 -0.491
H -2.140619 0.321770 -4.459696 0.038 0.309 0.120
H -1.155159 1.424563 -3.456169 -0.267 -0.396 -0.055
H -2.783024 0.969489 -2.931896 0.127 -0.125 -0.165
C 1.149072 0.599478 8.500011 -0.107 -0.027 0.190
C 1.488906 0.641789 7.034062 0.139 0.140 -0.732
C 1.783849 -0.523452 6.314307 0.144 -0.033 -0.143
C 2.055168 -0.497013 4.937328 -0.205 0.117 -0.009
C 1.998141 0.709275 4.228805 -0.192 -0.061 0.339
C 1.762618 1.887880 4.943069 -0.161 0.028 0.007
C 1.498058 1.851277 6.317067 0.145 -0.173 -0.026
S 2.259642 0.801870 2.437240 1.152 -0.218 1.208
O 3.624331 1.214728 2.272889 -0.647 -0.062 -0.006
O 1.909826 -0.528577 1.886826 -0.635 0.692 -0.425
O 1.227207 1.774300 1.971932 -0.427 -0.276 -0.646
H 0.163868 0.144300 8.656006 0.095 0.075 -0.041
H 1.856416 0.013655 9.094093 0.028 -0.006 -0.244
H 1.123608 1.598808 8.938081 -0.029 -0.021 -0.118
H 1.809726 -1.480698 6.845444 0.031 0.299 -0.226
H 2.301999 -1.417192 4.408769 -0.128 0.170 0.102
H 1.782564 2.843113 4.415223 -0.092 -0.258 0.157
H 1.305542 2.784734 6.851322 0.063 -0.238 -0.187
```
Forces are in eV/Å.

Calculated values
lowest unoccupied orbital energy (alpha / beta): -0.0064 / -0.0308 Ha
charge: 0
energy above the lowest of the compared OMol25 structures with the same formula, charge and spin: 1.93 kcal/mol
frontier orbital gap (alpha / beta): 6.65 / 5.98 eV
2S+1: 2
E_HOMO (alpha / beta): -0.2506 / -0.2506 hartree